1.
Entry from OMol25: a molecular structure, C11H12AgN2OSe2 (wB97M-V/def2-TZVPD).

Last column: Löwdin charge in e.
Geometry (Å):
C 3.49870 -0.26507 -2.31141  -0.03
H -0.48518 1.24475 -3.07755  0.08
H -3.88145 -1.05514 4.52858  0.12
Ag -0.16757 0.70456 0.09464  0.75
C -2.84372 0.64807 1.81263  -0.12
C -3.70223 0.22547 2.81271  -0.03
H 3.08859 -3.28808 -0.86039  0.11
C 2.40721 0.34747 -1.72258  -0.12
H -1.54900 -1.90624 4.30450  0.11
H 2.16961 1.38595 -1.91459  0.11
N 1.57834 -0.29567 -0.89472  -0.06
N -1.58627 0.21185 1.70570  -0.08
C -0.64729 2.29698 -2.85498  -0.12
H -1.71387 2.51436 -2.91587  0.09
H 4.13483 0.29517 -2.98104  0.12
H -0.10740 2.90241 -3.58305  0.09
O -0.14615 2.52588 -1.52951  -0.21
H -3.16490 1.36858 1.07224  0.11
C -1.94139 -1.17101 3.61714  -0.09
Se 0.68836 -1.28776 2.49498  0.67
C -3.24084 -0.69797 3.73377  -0.03
C -1.14648 -0.69077 2.59025  -0.67
Se 0.62451 -2.55720 0.53986  0.68
H 4.59750 -2.10704 -2.45163  0.12
C 3.75005 -1.59457 -2.01697  -0.03
H -0.24658 3.45791 -1.31282  0.09
C 2.90916 -2.25921 -1.13732  -0.09
C 1.83095 -1.57180 -0.60151  -0.67
H -4.70749 0.61813 2.85893  0.12

## Properties
* charge: +1
* ΔE to the lowest compared entry with this formula, charge and spin: 0.000 eV
* multiplicity: 1
* LUMO: -0.1282 Eh

=====

2.
Entry from OMol25: 2 unconnected molecules or ions with the total composition C4H10N2 (wB97M-V/def2-TZVPD).

Last column: Löwdin charge in e.
Geometry (Å):
H 1.05148 0.41861 -0.81637  0.05
H -1.87122 -2.06375 -1.41262  0.03
H 1.21520 -0.03229 2.77985  0.04
C -1.94225 -0.23384 -1.07009  -0.40
H -1.41828 0.73892 0.67762  0.08
C 2.10186 0.40840 0.96467  -0.25
H 2.61691 -0.24298 -1.06909  0.07
H -2.49302 1.56793 -0.20666  0.08
N -1.75718 -1.41211 -0.63646  0.07
C 2.09666 0.55209 -0.52665  -0.10
C 1.32588 -0.34288 1.74730  -0.04
H 0.79708 -1.24734 1.46488  0.05
H -1.91216 0.00889 -2.13283  0.11
H 2.77088 1.03800 1.54949  0.08
H 2.53461 1.52663 -0.74856  0.07
N -1.76521 0.86932 -0.26453  0.05

## Properties
* charge: 0
* ΔE to the lowest compared entry with this formula, charge and spin: 1.808 eV
* structure (SMILES): [H]/N=C/N.C=CC
* multiplicity: 1
* LUMO: 0.0398 Eh

=====

3.
Entry from OMol25: a single C2H2INO2S molecule (wB97M-V/def2-TZVPD).

Last column: Löwdin charge in e.
Geometry (Å):
O -2.02894 -1.73485 -0.27883  -0.40
S -1.79656 -0.46025 0.27835  0.50
N -3.24160 -1.24053 2.70004  0.11
H 0.79997 -0.43404 0.04331  0.05
C -0.03357 0.13266 -0.46636  -0.70
C -2.47911 -0.80635 2.01711  -0.25
O -2.58316 0.63693 -0.06636  -0.36
I -0.59675 -0.27349 -2.40238  1.00
H 0.31575 1.19558 -0.27377  0.05

## Properties
* charge: 0
* ΔE to the lowest compared entry with this formula, charge and spin: 2.536 eV
* multiplicity: 1
* LUMO: -0.0493 Eh

=====

4.
Entry from OMol25: 15 unconnected molecules or ions with the total composition C69H157F3N13O25S (wB97M-V/def2-TZVPD).

Last column: Löwdin charge in e.
Geometry (Å):
H 4.37989 -8.03834 -0.43451  0.11
C 3.45407 -4.55563 -4.35422  -0.10
H -9.38578 4.74199 -10.32721  0.10
H 5.62095 -1.30337 -5.13481  0.11
H 0.36783 -1.66961 1.69553  0.11
O -3.95549 7.91929 4.87747  -0.21
N 2.22052 -4.49334 7.15569  -0.04
C -6.28568 -1.10514 -7.78813  -0.05
C 1.27452 6.10829 0.10973  0.04
H 4.58763 0.52522 -0.00663  0.09
H -0.25805 2.82880 8.56431  0.15
O -8.08096 4.59509 1.44471  -0.20
H -1.67278 -3.63615 4.68997  0.06
H 2.83764 2.93001 9.49358  0.08
C -0.76876 -1.92487 -0.16744  -0.03
C 0.82017 -6.39386 -1.61482  -0.01
O -3.34249 -2.73700 -6.05253  -0.19
C 0.56580 2.24686 8.09377  -0.26
H -5.48937 -1.49240 -8.40001  0.14
H -2.29484 -1.58548 1.57308  0.12
H 7.55712 -7.27501 -1.92485  0.10
H 2.34161 1.84794 10.77026  0.10
H 5.01888 -4.03867 6.77251  0.07
H 0.03621 8.53390 0.16225  0.17
C -6.44094 7.55717 5.00208  -0.17
O -4.65835 3.35951 -5.15874  -0.30
H 5.10920 -11.54357 -1.64251  0.20
H 6.17946 2.54687 1.41612  0.13
H 1.70421 11.38412 2.15809  0.14
H 3.86967 -4.93585 -6.28171  0.19
H 1.18767 2.99088 7.58902  0.12
C -4.21163 -2.44583 -4.96261  -0.21
H -1.90114 8.67322 2.71419  0.08
H -4.16405 -3.20667 -4.17179  0.13
H 2.54731 -4.44036 -3.74087  0.12
H -6.40020 4.66466 -6.24303  0.12
C 7.02563 0.60545 4.99570  -0.18
H -1.54448 -3.02146 3.04153  0.05
H -11.29300 3.84129 -8.10363  0.15
H 4.70758 4.55537 6.47998  0.08
H 5.15729 2.10976 3.97154  0.08
O -3.94752 1.05436 -5.85261  -0.31
H 1.62923 0.16514 7.29814  0.17
C -2.61803 8.52651 1.88939  0.01
H -1.57575 -2.41466 -5.07036  0.07
H 8.64373 1.19084 -0.26352  0.10
C -2.60988 7.02800 1.58940  -0.58
H 5.64609 -10.45889 -2.78298  0.16
C 1.95214 2.49423 9.95406  -0.05
H -7.87872 2.88314 -7.69859  0.12
H 1.52203 6.05755 -0.94218  0.10
H -1.03069 1.97927 2.95998  0.07
H 3.60812 -9.14705 -2.36643  0.09
H 4.30360 0.22792 1.70830  0.09
C 1.38052 10.90714 1.22089  -0.20
O 2.99194 -0.77062 0.51613  -0.19
H -3.61701 8.91897 2.18437  0.10
H 7.65766 3.01397 3.52101  0.14
H -2.75068 1.85596 1.13821  0.08
H -1.18664 -4.34048 9.37666  0.12
O -8.29191 -1.36235 -6.75080  -0.23
H 2.90110 -2.20009 2.01747  0.13
C -7.01572 5.17318 2.21024  -0.21
C -2.77872 7.67106 5.53910  -0.13
C 7.60667 2.03349 2.99751  -0.16
N 6.62707 1.13508 3.65603  -0.09
H -2.72716 0.48295 2.27194  0.08
H -9.88115 2.94490 -8.72064  0.11
H 3.11739 -5.08594 5.36681  0.13
C 1.59159 -2.57801 0.29833  -0.15
H 0.27843 -3.97536 6.79050  0.13
C 4.29150 -3.36463 6.37323  -0.04
C 6.10130 -10.95568 -6.08965  -0.09
H -7.22957 3.02405 0.56718  0.07
H -1.25706 3.63023 3.78944  0.09
H -4.04942 -1.46763 -4.49039  0.12
N -9.30891 4.47390 -7.64903  -0.05
H 3.28980 -10.24230 -0.92240  0.14
H 8.18513 -2.80681 3.26807  0.11
O 2.72149 -4.97679 -1.56395  -0.07
H 5.91879 -6.47347 -1.75391  0.08
H -10.07085 6.40653 -7.22400  0.17
H 9.12556 0.28657 1.20665  0.10
H 2.71102 -3.81094 -6.25375  0.17
N 1.76272 9.55347 1.15446  -0.04
O 2.96608 -7.04566 -2.48011  -0.09
C -2.06810 -2.11579 -5.97304  -0.09
C 3.02692 -4.15178 5.92840  -0.10
N 2.97088 -4.71031 -5.80599  0.07
H -8.95551 2.87036 0.87904  0.07
H -7.81822 2.60768 2.19325  0.09
H -0.60109 -1.48562 -1.15679  0.14
H 0.22152 6.04037 0.22583  0.05
H 1.17369 3.23103 10.30261  0.11
C 1.97322 1.08561 5.38709  -0.07
N 1.06234 0.46137 6.48309  0.06
C 2.95612 7.65891 1.17298  0.00
C 2.30519 -6.09791 -1.93277  -0.74
C -7.43242 4.71231 -6.57600  -0.01
C -7.71660 7.06971 -5.77138  0.03
F -6.89173 1.95091 -3.60626  0.10
H -1.44171 -2.52994 -6.84158  0.11
H 3.51612 -9.70795 -4.63017  0.13
H 5.31447 -3.59527 -4.74728  0.13
H -5.58040 -3.31408 -6.26226  0.14
H 1.96789 -6.19846 9.99111  0.15
H -3.94571 0.64160 0.85569  0.11
H 4.49072 -12.42560 -3.61848  0.15
C 4.00063 -11.45367 -3.42882  -0.12
C -5.59236 -2.44994 -5.58613  -0.06
C -8.13341 3.86480 -7.36353  0.00
H -8.08461 7.00677 -4.76010  0.10
H -5.08645 -0.53078 -6.24699  0.09
H -3.97077 6.88863 2.87842  0.12
N 0.70424 -4.95996 8.67894  -0.08
H 7.11749 -11.19616 -5.73486  0.10
N -8.13227 5.86077 -6.44871  -0.08
H -8.13235 -1.65276 -8.81858  0.14
C -5.68922 1.37748 -3.88877  -0.57
C -7.61385 -1.85980 -7.88241  -0.19
H -6.64844 7.11835 -5.80729  0.10
C -0.68087 -5.29180 9.09519  0.03
C -0.01952 -2.26430 4.34255  -0.61
N 4.80218 -10.85943 -2.35349  0.07
H 2.34331 -3.55816 5.30835  0.11
H 1.84867 5.30191 0.62833  0.11
C -9.25316 5.72406 -7.19326  0.01
C 4.88466 -8.89957 -0.76754  -0.21
H -10.17743 -1.63043 -7.60237  0.11
C -10.40243 4.71009 -9.87137  -0.06
H 2.99696 11.68440 0.04974  0.09
H 8.11688 -0.82655 6.06190  0.14
C 1.87166 -5.59465 9.08345  0.04
C 3.03056 8.98656 1.45061  0.03
H -2.53281 6.64066 5.50155  0.07
N 0.50444 -1.66771 0.65222  0.05
H 2.60370 0.21818 5.04864  0.15
H 5.15328 -1.01859 -3.45357  0.07
C 0.94471 -4.35118 7.51018  -0.02
N -5.90261 -1.11786 -6.32236  0.06
H -7.46610 -2.92053 -7.83294  0.12
C 7.72852 -0.73798 5.02376  -0.19
H 1.11000 -3.06803 -9.54742  0.10
H -6.39628 -2.58168 -4.82651  0.15
H -9.98705 -1.19744 -5.83665  0.09
C 6.59831 -7.24585 -1.38650  -0.05
H 0.66499 -7.44382 -1.46821  0.06
C 8.32973 0.41288 0.45896  -0.10
H -0.66259 -6.04652 9.88974  0.11
C 4.74303 -1.12610 -4.44392  -0.03
H 2.63550 1.80264 5.86247  0.10
C -2.04048 -1.32722 0.52657  -0.15
C 0.99934 8.54019 0.67981  -0.01
C 4.06945 -10.65629 -4.67689  -0.16
O -3.49869 6.29017 2.20575  0.11
C 1.90558 11.73495 0.03760  -0.04
C 7.19707 2.10845 1.52459  -0.22
C -0.00333 1.26825 7.10272  -0.12
H 0.74314 -0.44448 6.01964  0.10
H 1.41083 -3.58800 0.50474  0.11
C 1.39505 -5.61430 -7.49689  -0.20
H -6.42846 4.38462 2.60823  0.10
H 3.96270 -5.43621 -3.99593  0.11
C 4.28276 -0.24786 0.70854  -0.09
H 6.13399 -10.31825 -6.98757  0.10
H 5.55997 -11.86267 -6.28413  0.08
H -0.82562 -2.98219 -0.18919  0.11
H -0.73649 0.54206 7.59760  0.16
C -5.05873 7.34333 5.52264  -0.23
H 4.73651 -3.40074 -3.11285  0.14
H -7.06256 6.84424 5.53814  0.12
H -6.40208 5.78373 1.52734  0.12
H -7.84138 5.66186 4.10511  0.10
H 0.00802 3.37150 2.62821  0.10
H 4.65237 -2.83498 5.51636  0.05
C 7.50272 -2.97521 4.16410  -0.12
N 1.71479 7.43104 0.60316  -0.08
C -9.63057 -1.79950 -6.64283  -0.06
H 6.72275 -3.70863 3.92870  0.08
H 1.51858 12.72973 0.13071  0.08
H -2.77950 7.95125 6.59075  0.10
O 1.24255 1.55244 9.09777  -0.20
C 3.99955 -9.78781 -1.58986  -0.07
H -8.50285 6.59291 2.82136  0.13
C -0.99563 -3.39541 3.90245  0.01
H 1.12334 -5.38901 -5.36690  0.11
H -2.37344 9.06816 0.97436  0.08
H 3.06812 4.40150 5.99738  0.08
O 0.05366 -1.95256 5.58708  -0.08
C 2.84962 -5.17149 8.16265  0.00
C 1.86361 -5.71990 -6.03158  -0.06
H 8.58804 1.49604 3.02781  0.12
H 1.87467 -4.70613 -9.81037  0.10
H 1.80204 1.77252 3.26937  0.12
O 0.54077 -1.64729 3.37418  -0.09
H -6.67342 -0.67335 -5.86126  0.11
H 7.71835 1.34190 5.43355  0.13
H 3.88628 -5.29371 8.16705  0.11
H -6.44975 -0.05699 -8.04588  0.12
H 6.43390 0.32775 3.04288  0.11
H -11.15936 4.37667 -10.62634  0.11
H 1.52429 11.31347 -0.87970  0.08
H 0.89319 -0.73619 0.47381  0.16
H -6.71901 7.86359 2.87200  0.12
H 0.26320 10.96145 1.13765  0.14
F -4.81739 1.68167 -2.93782  0.13
H -0.59313 1.79084 6.28002  0.15
H 3.64839 -11.20891 -5.51797  0.13
S -4.98264 2.01085 -5.58703  0.53
O -1.90163 6.59669 0.70285  0.05
H -10.63559 5.74836 -9.71907  0.06
O 3.78945 -2.26909 -4.49589  -0.18
O 6.03195 -8.57067 -1.54441  -0.21
C 4.42709 -3.43480 -4.15567  -0.27
O 4.77325 4.46427 3.36246  0.05
H -1.19874 -5.81659 8.28577  0.10
C 4.56300 3.90171 4.43820  -0.55
C 1.12863 -4.12233 -9.26187  -0.06
C -10.27424 3.92604 -8.57125  -0.17
H 8.12548 -3.34686 4.96389  0.08
O 5.43358 -10.27951 -5.06613  -0.21
C -7.57159 6.16589 3.20580  -0.19
C 4.06689 4.69690 5.61904  0.00
H 4.20408 -0.24882 -4.79483  0.09
H 0.66569 0.54528 3.88853  0.13
H 0.40339 -6.09729 -7.62478  0.15
H -2.82376 -1.68386 -0.10268  0.11
H 0.63605 -5.82141 -0.71235  0.05
H -1.98929 8.24168 5.03236  0.09
F -5.93915 0.00979 -3.79868  0.06
O -1.91134 0.12164 0.46234  -0.20
H 3.90805 9.54257 1.69393  0.14
H 2.20468 -6.75867 -5.78247  0.16
H -6.75264 8.58623 5.15131  0.13
O 6.83372 -1.82553 4.64586  -0.22
H -4.81385 6.28844 5.53584  0.12
H 6.10514 0.63148 5.62947  0.12
H 4.09134 -2.54802 7.08996  0.10
H 6.82142 -7.05176 -0.30856  0.10
H 4.04008 5.81967 5.45960  0.11
H 0.14276 -4.57430 -9.39215  0.09
C -2.89351 0.79249 1.23562  -0.11
H 3.61297 -2.81442 0.46543  0.14
H -0.53730 -4.31556 3.57083  0.08
H 5.26086 -9.40287 0.14394  0.14
H 2.12698 -6.10092 -8.12958  0.12
O -6.16195 1.87517 -6.49465  -0.35
H 8.62458 -0.65928 4.35369  0.13
H 0.16825 -6.04929 -2.40288  0.06
H -9.64401 -2.86713 -6.40684  0.10
C 2.88341 -2.11498 0.91122  -0.20
H -4.99891 7.74001 6.54595  0.13
H 3.02890 -11.72980 -2.99422  0.15
O 0.28348 2.48117 4.45699  -0.23
C 1.24843 1.50765 4.13730  -0.20
H 3.72479 6.89330 1.22465  0.14
C -0.60406 2.87191 3.41962  -0.05
O 7.13761 0.79445 1.05318  -0.24
H 1.67182 -2.58460 -0.81324  0.15
H 7.90873 2.74433 0.93966  0.14
H -8.14121 7.99113 -6.23580  0.12
H -2.13376 -1.00944 -6.09813  0.09
C -8.02659 3.15478 1.26859  -0.07
O 1.44804 -4.24857 -7.87871  -0.23
O 4.59954 2.57493 4.66150  0.03
H 5.06492 -1.03542 0.55747  0.10
H 8.19218 -0.50956 -0.07455  0.09
N -6.56731 7.17323 3.59599  -0.06

## Properties
* charge: +5
* multiplicity: 1
* LUMO: -0.2513 Eh

=====

5.
Entry from OMol25: a single C4H5FN2S molecule (wB97M-V/def2-TZVPD).

Last column: Löwdin charge in e.
Geometry (Å):
F 1.46742 -1.90632 1.54521  -0.05
C 1.28476 -0.52720 1.57015  -0.13
H 2.25782 -0.03989 1.46085  0.13
H 0.84027 -0.25309 2.57731  0.14
N -0.12310 -1.07556 -0.36866  0.02
C 0.37766 -0.14204 0.45575  -0.25
C -0.13000 1.06712 0.02493  -0.05
H 0.03428 2.02886 0.45396  0.10
C -0.93197 0.72791 -1.09097  -0.74
N -0.92258 -0.57255 -1.33161  0.03
H -2.36712 0.89563 -2.89515  -0.12
S -1.85553 1.85178 -2.07703  0.77
H 0.06810 -2.05465 -0.32473  0.15

## Properties
* charge: 0
* ΔE to the lowest compared entry with this formula, charge and spin: 0.645 eV
* structure (SMILES): FCc1cc(S)n[nH]1
* multiplicity: 1
* LUMO: 0.0328 Eh

=====

6.
Entry from OMol25: 2 unconnected molecules or ions with the total composition CH2O2S (wB97M-V/def2-TZVPD).

Last column: Löwdin charge in e.
Geometry (Å):
O -4.66238 -0.71331 1.96390  0.03
O 1.24943 0.07391 0.08747  -0.54
S -0.23544 -0.42547 0.63179  0.65
H 1.41384 -0.63936 -0.50793  -0.02
H -1.14590 0.18999 -0.31901  -0.10
C -4.71880 0.30674 2.40226  -0.03

## Properties
* charge: 0
* ΔE to the lowest compared entry with this formula, charge and spin: 1.833 eV
* multiplicity: 1
* LUMO: 0.0177 Eh

=====

Number 1: HOMO-LUMO gap 0.303 hartree, E_tot -151315.5196 eV, HOMO energy -11.74 eV. Number 2: HOMO-LUMO gap 0.377 hartree, E_tot -7288.8118 eV, HOMO energy -9.17 eV. Number 3: HOMO-LUMO gap 0.329 hartree, E_tot -26623.0687 eV, HOMO energy -10.29 eV. Number 4: HOMO-LUMO gap 0.298 hartree, E_tot -163597.6586 eV, HOMO energy -14.93 eV. Number 5: HOMO-LUMO gap 0.347 hartree, E_tot -20761.3449 eV, HOMO energy -8.56 eV. Number 6: HOMO-LUMO gap 0.367 hartree, E_tot -15998.1024 eV, HOMO energy -9.51 eV.